1.
Formula: C6H7NO
Source: the OMol25 dataset
Level of theory: ωB97M-V/def2-TZVPD

The geometry in XYZ format:
```
15
Properties=species:S:1:pos:R:3
C -0.809 0.306 -2.275
C -0.193 1.145 -1.041
C 0.146 0.422 0.221
C 0.205 0.857 1.479
C 0.481 -0.325 2.337
C 0.677 -1.373 1.464
H -1.262 1.058 -2.948
H -0.099 -0.566 -2.669
H -1.742 -0.449 -1.840
H 0.035 1.953 1.898
H 0.735 -0.154 3.286
H 1.033 -2.508 1.659
H 0.332 -1.657 -0.626
N 0.427 -0.995 0.185
O 0.034 2.287 -1.128
```

Lowest unoccupied orbital energy in Eh: 0.0255
HOMO-LUMO gap in eV: 9.48
Multiplicity: 1
ΔE to the lowest compared entry with this formula, charge and spin in kJ/mol: 152.8

2.
Formula: C23H72N10O13
Source: the OMol25 dataset
Level of theory: ωB97M-V/def2-TZVPD

The geometry in XYZ format:
```
118
Properties=species:S:1:pos:R:3
C -4.510 -3.244 0.756
O -5.290 -2.446 -0.188
H -3.893 -3.867 0.136
H -5.074 -3.858 1.445
H -3.973 -2.475 1.412
H -5.584 -1.652 0.274
C -1.835 -2.755 3.865
O -0.709 -2.196 3.314
H -2.590 -1.974 4.241
H -1.470 -3.446 4.621
H -2.393 -3.194 3.019
H -0.910 -1.337 2.954
C 2.704 -1.467 -3.645
O 2.396 -0.282 -2.984
H 3.111 -2.160 -2.917
H 3.363 -1.353 -4.488
H 1.784 -1.891 -3.963
H 1.577 0.010 -3.382
C -4.337 0.739 1.611
O -5.338 0.312 0.699
N -3.758 1.844 1.436
N -3.801 -0.018 2.482
H -4.433 2.596 1.076
H -2.900 2.112 1.888
H -4.220 -0.903 2.775
H -3.163 0.405 3.123
C -1.163 1.310 3.543
O 0.016 0.598 3.316
N -2.018 0.959 4.454
N -1.468 2.437 2.985
H -1.817 0.252 5.162
H -2.692 1.711 4.716
H -0.667 2.863 2.481
H -2.137 3.135 3.316
C 3.982 2.346 2.102
O 4.231 3.107 3.194
N 3.007 1.471 1.984
N 4.608 2.447 0.967
H 2.738 1.104 2.882
H 2.791 0.931 1.135
H 5.487 2.944 0.910
H 4.532 1.698 0.234
C -2.455 2.512 -2.085
O -1.411 2.724 -2.950
N -3.697 2.864 -2.355
N -2.391 1.883 -0.983
H -3.833 3.234 -3.274
H -4.413 3.078 -1.632
H -2.978 1.916 -0.176
H -1.477 1.468 -0.762
C -4.440 -0.395 -2.958
O -4.000 0.071 -4.209
N -4.650 -1.655 -2.745
N -4.580 0.310 -1.841
H -4.799 -2.246 -3.501
H -4.858 -2.018 -1.814
H -4.005 1.172 -1.766
H -4.810 -0.008 -0.930
C 1.372 2.403 -1.122
C 2.582 2.979 -1.705
C 2.402 3.485 -3.035
O 3.182 3.825 -1.030
H 0.737 1.774 -1.766
H 0.768 3.220 -0.691
H 1.599 1.582 -0.443
H 3.360 2.202 -1.785
H 1.830 4.366 -3.027
H 1.773 2.823 -3.553
H 3.209 3.730 -3.641
H 3.291 3.480 -0.138
C 5.573 -0.410 -1.203
C 4.501 -0.756 -0.210
C 5.125 -0.817 1.174
O 3.540 0.017 -0.341
H 5.277 -0.395 -2.184
H 6.476 -1.046 -1.069
H 5.896 0.618 -0.905
H 4.109 -1.752 -0.524
H 4.462 -1.072 2.059
H 5.625 0.037 1.554
H 5.801 -1.682 1.252
H 3.138 -0.133 -1.201
C 0.504 -1.567 0.218
C -0.571 -0.533 -0.236
C -1.843 -1.277 -0.153
O -0.648 0.516 0.420
H 0.463 -2.472 -0.378
H 0.196 -1.799 1.250
H 1.433 -1.163 0.428
H -0.483 -0.293 -1.319
H -1.904 -2.096 -0.904
H -2.721 -0.640 -0.387
H -1.940 -1.795 0.830
H -0.683 0.264 1.337
C -0.234 -0.339 -6.164
C -0.646 0.267 -4.817
C -1.343 -0.701 -3.844
O 0.171 1.076 -4.278
H -0.124 0.561 -6.722
H -0.920 -0.872 -6.702
H 0.654 -0.942 -6.029
H -1.475 0.960 -4.933
H -0.696 -1.335 -3.299
H -2.032 -1.321 -4.402
H -1.872 -0.079 -3.142
H -0.330 1.709 -3.783
C 2.389 -2.653 3.007
C 2.171 -1.775 4.261
C 1.757 -2.595 5.491
O 3.151 -1.132 4.584
H 2.562 -1.953 2.174
H 1.431 -3.057 2.697
H 3.148 -3.382 2.953
H 1.513 -1.019 4.025
H 0.944 -3.297 5.170
H 1.400 -2.017 6.308
H 2.602 -3.139 5.871
H 2.914 -0.356 5.034
```

Lowest unoccupied orbital energy in Eh: -0.0491
HOMO-LUMO gap in eV: 6.93
Multiplicity: 1
ΔE to the lowest compared entry with this formula, charge and spin in kJ/mol: 1351.2